1.
Molecular formula: C6H12O
Method: DFT, ωB97M-V with the def2-TZVPD basis set

CARTESIAN COORDINATES (ANGSTROEM)
C: 1.677 0.430 -1.515
C: 1.066 0.273 -0.133
O: 0.899 1.549 0.495
C: -0.474 1.768 0.786
C: -0.310 -0.364 -0.106
C: -1.070 0.373 0.964
C: -0.779 -1.294 -0.930
H: 2.612 0.994 -1.450
H: 1.897 -0.550 -1.952
H: 0.991 0.964 -2.180
H: 1.753 -0.308 0.501
H: -0.970 2.286 -0.051
H: -0.533 2.402 1.675
H: -0.994 -2.823 2.183
H: -2.155 0.327 0.841
H: -0.809 -0.022 1.955
H: -0.831 -2.625 1.483
H: -0.169 -1.728 -1.719
H: -1.802 -1.655 -0.847

As for the charge: 0. Its multiplicity is 1. The SMILES is C=C1CCO[C@@H]1C.[H][H].

These are the natural (NBO) partial charges, in e, on atoms 1 to 2: atom 1 (C): -0.619, atom 2 (C): 0.050

2.
Molecular formula: C6H12O
Method: DFT, ωB97M-V with the def2-TZVPD basis set

CARTESIAN COORDINATES (ANGSTROEM)
C: 0.490 0.232 0.746
C: -1.369 -1.168 -0.457
C: -0.977 0.008 0.628
C: 1.492 -0.802 0.258
C: 0.758 1.722 0.070
C: 1.037 1.959 -1.216
O: -2.711 -1.567 -0.228
H: -2.747 -1.999 0.640
H: 0.709 0.400 1.809
H: -0.748 -2.068 -0.428
H: -1.312 -0.736 -1.458
H: -1.600 0.871 0.372
H: -1.369 -0.342 1.589
H: 0.696 2.568 0.755
H: 2.508 -0.502 0.536
H: 1.302 -1.770 0.733
H: 1.471 -0.932 -0.828
H: 1.132 1.161 -1.946
H: 1.238 2.966 -1.576

As for the charge: 0. Its multiplicity is 1. The SMILES is C=C[C@H](C)CCO.

These are the natural (NBO) partial charges, in e, on atoms 1 to 2: atom 1 (C): -0.251, atom 2 (C): -0.056

no.,maximum force (eV/A),electronic energy (Eh)
1,0.3,-310.98744
2,4.3,-310.99034